Here is a structure of composition C11H28Cl2GaNO2P2 from OMol25. Energies are from the ωB97M-V functional and the def2-TZVPD basis.

## Properties
Kohn-Sham gap, eV: 10.47

Structure (ORCA input):
```
! wB97M-V def2-TZVPD RIJCOSX def2/J DEFGRID3
* xyz 2 1
C 0.017 4.989 -1.661
C 0.157 3.646 -1.041
H 0.936 5.549 -1.776
H -0.736 5.507 -1.052
H -0.411 4.809 -2.652
O 1.014 3.022 -0.430
Cl -1.252 2.725 -1.592
Ga -1.131 -1.098 -0.128
P -1.889 0.535 1.539
C -1.088 0.368 3.140
C -1.983 2.353 1.459
H -2.633 2.748 2.261
H -4.015 0.662 2.762
H -2.379 2.639 0.479
H -4.257 0.370 0.970
H -0.131 0.893 3.085
H -0.963 2.743 1.564
C -3.670 0.091 1.866
H -1.705 0.857 3.901
H -3.770 -1.006 1.993
H -0.900 -0.670 3.412
P 0.045 -0.619 -2.320
C 1.651 -1.451 -2.443
C -0.978 -1.470 -3.595
H -0.448 1.517 -3.287
H 0.958 0.768 -4.136
H 1.144 1.521 -2.489
C 0.496 0.945 -3.158
H -1.933 -0.920 -3.698
H -0.416 -1.450 -4.544
H 1.996 -1.379 -3.485
H 1.606 -2.487 -2.101
H -1.204 -2.504 -3.276
H 2.368 -0.874 -1.841
Cl -2.527 -2.621 -0.463
C 2.244 -3.938 1.584
N 2.208 -2.469 1.880
C 3.297 -1.823 2.651
C 1.251 -1.722 1.366
O 0.321 -2.269 0.676
H 3.085 -4.396 2.136
H 2.423 -4.084 0.492
H 1.291 -4.411 1.876
H 3.857 -1.131 2.004
H 2.843 -1.278 3.504
H 3.984 -2.583 3.053
H 1.225 -0.601 1.517
*
```